88
Properties=species:S:1:pos:R:3:forces:R:3:lowdin_charge:R:1 method="wB97M-V/def2-TZVPD" gap_ev=7.89 total_charge=+1 e_lumo_ev=-3.26
C 0.1342 -4.6915 -1.5800 -0.8006 -0.2616 0.7156 -0.13
C -0.9417 -3.6475 -1.1926 0.1170 0.5061 0.0176 -0.38
P -0.2369 -2.2669 -0.1325 2.1247 -0.3463 -0.8721 1.07
C 0.9880 -3.1242 1.0032 -1.4567 -0.0778 0.8063 -0.24
N -1.5828 -1.5403 0.7803 -0.2279 -1.1234 -0.6306 -0.12
C -2.7411 -2.1942 0.9450 -1.7994 1.1396 -0.5600 -0.37
N -2.9291 -3.3579 1.4893 1.5485 -1.1721 0.2102 0.16
C -1.8424 -4.1713 2.0297 -0.0590 -0.8947 1.4297 -0.16
C -2.3889 -5.2077 3.0373 -0.1938 -0.0422 0.1596 -0.07
C -3.3501 -6.1958 2.3511 -1.4715 1.9928 2.4609 -0.55
N -4.7253 -6.0553 2.6781 0.6634 1.3904 -0.2084 0.14
O -2.9860 -7.0297 1.6249 1.3895 -2.0880 -2.4699 0.14
N -3.9536 -1.5380 0.6186 0.2495 -0.5786 0.8248 0.08
C -4.0764 -0.4420 1.6040 0.0415 0.6176 -0.2776 -0.10
C -2.7303 0.3230 1.8439 0.0738 0.7826 0.6619 -0.12
B -2.1811 0.1844 3.3532 0.5368 -1.0248 0.1964 -0.61
N -1.8862 -1.1432 3.9684 -0.4955 0.1765 -0.3541 0.16
O -1.9325 1.2507 4.1282 -0.4307 0.2635 -0.0778 0.20
C -1.6924 -0.0609 0.7116 -0.5421 0.4271 0.9439 -0.39
N -2.2631 0.5253 -0.5002 -0.4319 -0.2423 0.0173 -0.08
C -2.0729 1.9870 -0.6573 -0.0481 0.1783 -0.9436 -0.03
C -2.0034 -0.0705 -1.7895 -2.1293 -0.7721 -0.7220 -0.51
C -3.1652 -0.5980 -2.6610 -0.3748 1.3485 1.2349 0.02
O -0.9433 -0.1111 -2.2758 3.1667 0.0977 -0.6732 0.13
P -0.0282 0.7044 1.1531 2.2446 2.1551 0.9661 0.54
O -0.1147 2.0565 1.7653 -0.9381 -0.7416 -0.3933 -0.25
O 0.9578 0.8174 -0.1051 -0.5615 -0.6253 0.0756 -0.14
O 0.7646 -0.2256 2.2400 -0.8858 -0.3231 -0.7936 -0.14
H 0.2224 -5.4041 -0.7506 0.3680 0.1458 -0.1915 0.07
H 1.1073 -4.2621 -1.8245 -0.1594 -0.0570 -0.0617 0.08
H -0.2709 -5.2804 -2.4083 0.3115 0.2282 -0.0719 0.08
H -1.2464 -3.1408 -2.1187 -0.2283 -0.0224 0.3137 0.07
H -1.8039 -4.1527 -0.7430 0.0612 0.0512 -0.2228 0.06
H 0.8640 -4.2101 1.0050 0.3482 0.1492 -0.2189 0.03
H 0.7342 -2.8123 2.0252 0.3444 0.1319 -0.1960 0.02
H 2.0093 -2.8082 0.7948 -0.2044 -0.0161 -0.2146 0.05
H -3.8679 -3.7265 1.5822 -0.0688 0.3708 -0.4520 0.16
H -1.1732 -3.5254 2.6019 0.0383 0.0438 -0.3567 0.10
H -1.2776 -4.7410 1.2888 -0.2160 0.4203 -0.2863 0.11
H -1.5580 -5.7922 3.4453 -0.0179 0.1738 -0.2121 0.14
H -2.8647 -4.7025 3.8879 0.0433 -0.0431 -0.1799 0.12
H -5.2686 -5.8680 1.8381 -0.2686 -0.7207 0.1517 0.11
H -4.8533 -5.2809 3.3235 -0.2799 -0.2153 0.0099 0.08
H -3.9378 -1.2032 -0.3377 0.1338 0.3454 0.2301 0.09
H -4.8160 0.2572 1.2076 0.0661 -0.1734 0.1026 0.14
H -4.4792 -0.8394 2.5438 0.0708 -0.0784 -0.2229 0.13
H -3.0096 1.3796 1.7607 0.5210 -0.1212 -0.3135 0.13
H -2.6099 -1.8237 3.7550 0.2615 -0.1519 0.0076 0.05
H -0.9910 -1.4989 3.6417 -0.0325 0.0147 0.2416 0.05
H -1.7599 0.9532 5.0345 0.1560 0.1209 -0.1678 0.13
H -2.8312 2.3267 -1.3764 0.0501 0.0130 0.2807 0.11
H -2.1584 2.5675 0.2604 -0.0368 -0.3475 0.0093 0.10
H -1.1036 2.1810 -1.1366 -0.0576 0.0917 0.3466 0.08
H -3.9818 0.1345 -2.5536 -0.1394 -0.5277 0.0188 0.09
H -3.4817 -1.5910 -2.3220 -0.0727 0.1223 -0.2701 0.08
H -2.8549 -0.5705 -3.7030 0.1303 -0.3897 0.1676 0.09
H 1.4929 1.6253 0.0171 -0.1970 -0.0001 -0.1899 0.10
H 1.3619 0.4099 2.6752 -0.1525 -0.2107 0.1481 0.11
C -0.3187 5.1161 -1.4439 0.1544 0.0555 -0.0807 -0.08
C 0.5987 4.7365 -0.2921 -0.1312 0.0233 -0.0551 -0.27
O 1.9129 4.3878 -0.7018 0.0344 -0.3744 0.0625 -0.17
C 2.6539 5.3958 -1.3721 0.1116 0.1590 -0.0613 -0.28
C 2.8818 6.6437 -0.5377 -0.1902 -0.0060 0.1101 -0.07
H -0.3330 4.3218 -2.1944 -0.0282 0.0011 0.0166 0.08
H -1.3347 5.2791 -1.0793 0.0182 -0.0048 0.0098 0.08
H 0.0069 6.0301 -1.9423 -0.0698 0.0259 0.0313 0.07
H 0.2014 3.8501 0.2041 0.1260 0.0356 0.0704 0.08
H 0.6307 5.5287 0.4625 -0.0189 0.0441 -0.0418 0.12
H 2.1794 5.6450 -2.3274 -0.0360 0.0441 0.0275 0.11
H 3.6195 4.9492 -1.6145 -0.0733 -0.1451 0.0480 0.11
H 1.9458 7.1606 -0.3194 0.0291 0.0496 -0.0578 0.07
H 3.5308 7.3405 -1.0688 0.0062 -0.0321 -0.0036 0.08
H 3.3446 6.3874 0.4167 0.0524 -0.0076 -0.0456 0.08
C 3.7810 1.2177 -2.9442 0.0611 0.1164 -0.0840 -0.07
C 4.6913 0.8372 -1.7889 -0.1000 0.0470 -0.0195 -0.29
O 6.0063 0.4987 -2.1827 0.0629 -0.2181 0.0626 -0.16
C 6.7428 1.5154 -2.8411 0.0744 0.1508 -0.0506 -0.28
C 6.9500 2.7639 -2.0005 -0.1839 0.0069 0.0921 -0.08
H 3.7698 0.4306 -3.7001 -0.0212 -0.0268 0.0526 0.08
H 2.7621 1.3767 -2.5855 0.0086 -0.0194 -0.0041 0.06
H 4.1093 2.1369 -3.4322 -0.0555 0.0299 0.0412 0.07
H 4.2871 -0.0506 -1.2981 0.1414 -0.0557 -0.0074 0.11
H 4.7119 1.6303 -1.0317 -0.0360 0.0654 -0.0388 0.10
H 6.2757 1.7639 -3.8005 -0.0291 0.0568 0.0263 0.11
H 7.7146 1.0796 -3.0748 -0.0749 -0.1434 0.0539 0.12
H 6.0059 3.2710 -1.7901 0.0256 0.0501 -0.0549 0.05
H 7.5974 3.4691 -2.5226 0.0083 -0.0309 0.0002 0.08
H 7.4055 2.5093 -1.0421 0.0516 -0.0075 -0.0444 0.08


26
Properties=species:S:1:pos:R:3:forces:R:3:lowdin_charge:R:1 method="wB97M-V/def2-TZVPD" gap_ev=7.35 total_charge=0 e_above_lowest_kj_mol=0.0 e_lumo_ev=-1.35
C 1.2227 1.0964 -1.9814 0.0600 0.0061 0.3411 -0.12
C -1.1421 0.8837 -2.8269 -0.1710 -0.1474 0.1034 -0.14
C 1.2481 0.3902 1.9549 -0.0587 0.3328 -0.1386 -0.11
C -0.8921 -0.7563 2.5310 -0.2244 0.0821 -0.2052 -0.12
C 0.6750 -1.8011 0.8861 -0.1665 0.1733 -0.3114 -0.10
C -0.1029 0.3411 -1.8481 -0.3212 0.0041 0.2279 -0.53
C 0.1107 -0.4780 1.4102 -0.2257 0.0092 -0.0544 -0.71
Si -0.7349 0.4406 -0.0493 -0.4163 -1.1940 -0.0804 0.49
Br -3.2949 -1.7418 -0.1832 1.4671 1.3406 -0.0243 -0.29
Br -1.2940 2.5283 0.4501 -0.0666 -0.5865 -0.1068 0.46
H 1.1114 2.1505 -1.7237 0.0046 0.0355 -0.0143 0.07
H 1.9927 0.6660 -1.3404 0.1170 0.0434 -0.0097 0.06
H 1.5718 1.0390 -3.0124 -0.0097 -0.0240 -0.0391 0.09
H -1.3688 1.9262 -2.6187 -0.0320 0.1517 -0.0162 0.06
H -2.0635 0.3099 -2.7634 -0.1355 -0.0097 -0.0197 0.06
H -0.7700 0.8137 -3.8485 0.0840 0.0048 -0.0340 0.08
H 1.7376 -0.1366 2.7771 -0.0104 -0.0722 -0.0267 0.09
H 1.9996 0.5959 1.1921 0.1149 0.0641 0.0004 0.07
H 0.8784 1.3407 2.3464 0.0520 -0.0261 -0.0214 0.07
H -1.6816 -1.4176 2.1850 -0.1194 -0.0267 -0.0192 0.02
H -1.3486 0.1629 2.8941 -0.0582 0.0838 0.0800 0.08
H -0.3863 -1.2356 3.3673 0.1836 -0.0234 0.0809 0.09
H -0.1148 -2.4170 0.4638 -0.1031 -0.1286 -0.0656 0.06
H 1.4364 -1.6354 0.1243 0.1013 -0.0405 -0.0820 0.08
H 1.1348 -2.3539 1.7030 0.0512 -0.0059 0.1501 0.09
H 0.0753 -0.7117 -2.0893 -0.1170 -0.0465 0.2853 0.11


49
Properties=species:S:1:pos:R:3:forces:R:3:lowdin_charge:R:1 method="wB97M-V/def2-TZVPD" gap_ev=6.42 total_charge=-2 e_lumo_ev=4.73
Zn -0.1360 -0.0686 0.0364 0.9417 -0.1766 0.1531 0.44
F -3.7566 -1.2595 1.2574 0.2230 0.1371 -0.1956 0.11
C -4.0024 -1.7733 0.0482 -0.0658 -0.2428 0.2372 -0.62
F -5.2515 -1.3991 -0.2888 0.3364 0.1978 -0.3448 0.11
F -4.0584 -3.1114 0.2232 0.2571 -0.0206 -0.2989 0.10
S -2.6534 -1.3363 -1.2551 -3.1760 -1.1941 0.8464 0.61
O -1.5002 -1.6392 -0.4579 1.1635 0.3484 0.1614 -0.35
O -3.0189 -2.2137 -2.3111 0.2824 0.2240 -0.4720 -0.24
N -3.0193 0.1509 -1.5515 0.7219 -0.0753 -0.1521 -0.27
S -2.5702 1.3314 -0.6398 -2.7692 1.8238 -0.0950 0.57
O -3.3022 1.4069 0.5893 -0.0266 -0.0404 0.2000 -0.28
O -1.1892 1.7047 -0.5663 1.2667 -0.3628 -0.3428 -0.33
C -3.3055 2.7350 -1.6671 -0.1290 0.3984 -0.2125 -0.64
F -4.5652 2.4974 -2.0575 0.0711 -0.3884 0.2067 0.12
F -2.5975 3.0156 -2.7498 0.2679 -0.3152 -0.0669 0.15
F -3.3541 3.8715 -0.9379 0.2117 -0.3908 0.3104 0.10
C -0.8107 1.4467 3.4886 0.0119 -0.3910 -0.5698 -0.25
Si -0.2113 -0.0839 2.4409 0.6270 0.1727 1.4963 0.60
C -0.6931 -1.5432 3.6504 0.0273 0.3020 -0.6873 -0.25
C 1.7295 -0.0134 2.7648 -0.5708 -0.0418 -0.3066 -0.31
C 2.1699 0.0117 4.0871 -0.1885 0.0071 0.2384 -0.14
C 3.5058 0.0173 4.4346 0.0881 0.0022 0.2574 -0.13
C 4.4564 0.0114 3.4306 0.2542 0.0040 0.0021 -0.13
C 4.0403 0.0061 2.1117 0.1929 -0.0075 -0.0981 -0.14
C 2.6960 -0.0108 1.7384 -0.3187 -0.0161 -0.4569 -0.31
Si 2.2498 -0.0257 -0.1805 1.4162 -0.0131 0.5154 0.61
C 3.3563 -1.5013 -0.8033 -0.6744 0.3220 0.0689 -0.24
C 3.3162 1.4805 -0.7999 -0.6714 -0.3304 0.0438 -0.24
H -0.6573 1.3347 4.5611 0.1210 -0.1512 0.1385 0.00
H -1.8722 1.5979 3.3139 -0.2655 0.0603 -0.0093 0.00
H -0.3008 2.3517 3.1684 0.1106 0.1644 -0.0992 0.01
H -0.4449 -1.3380 4.6909 0.1102 0.1826 0.0882 0.00
H -0.1883 -2.4631 3.3644 0.1024 -0.1579 -0.0870 0.01
H -1.7600 -1.7329 3.5966 -0.3228 -0.0518 -0.0108 -0.01
H 1.4335 0.0247 4.8803 -0.1066 -0.0171 0.1385 0.08
H 3.8072 0.0203 5.4788 -0.0311 0.0197 -0.0253 0.08
H 5.5143 0.0110 3.6793 -0.0182 0.0080 -0.0530 0.08
H 4.7961 0.0098 1.3393 0.1634 -0.0046 -0.1687 0.08
H 4.4188 -1.3429 -0.6287 0.1384 0.1785 0.1279 0.00
H 3.2094 -1.6261 -1.8710 -0.0396 -0.0291 -0.2968 0.00
H 3.0748 -2.4358 -0.3247 -0.0913 -0.1673 0.1128 0.00
H 4.3824 1.3467 -0.6251 0.1291 -0.1738 0.1262 0.00
H 3.0117 2.4051 -0.3163 -0.0945 0.1649 0.1184 0.00
H 3.1668 1.6079 -1.8671 -0.0412 0.0222 -0.2921 0.00
F -0.8418 0.9227 -4.4648 -0.5225 0.7043 -0.1874 0.12
B -0.1872 -0.1521 -3.8923 0.1319 -0.0052 -0.1600 -1.34
F -0.5887 -0.2888 -2.5369 0.0674 -0.0638 0.2625 0.03
F -0.4896 -1.3070 -4.5853 -0.3127 -0.8090 -0.3071 0.12
F 1.1775 0.0591 -3.9350 1.0012 0.1935 0.1458 0.11


73
Properties=species:S:1:pos:R:3:forces:R:3:lowdin_charge:R:1 method="wB97M-V/def2-TZVPD" gap_ev=6.89 total_charge=+1 e_above_lowest_kj_mol=10.9 e_lumo_ev=-3.22
Ga 0.9225 1.0218 0.2791 0.0280 0.0270 0.0602 0.47
C 3.1341 0.0862 1.9484 0.0354 0.0062 -0.0243 -0.08
N 3.0895 0.7428 0.6388 0.0228 -0.0344 0.0017 -0.21
C 3.7935 2.0176 0.6014 -0.0541 0.0078 -0.0119 -0.09
C 3.0801 2.9817 -0.3159 -0.0021 -0.0395 0.0270 -0.22
C 3.7344 4.0414 -0.9116 0.0046 0.0429 0.0019 0.01
C 3.0009 4.9528 -1.6559 0.0243 -0.0159 0.0121 -0.01
C 1.6307 4.7825 -1.7678 -0.0315 -0.0057 0.0098 -0.01
C 1.0444 3.6913 -1.1594 0.0093 0.0243 0.0007 -0.04
N 1.7599 2.7973 -0.4602 0.0135 -0.1966 -0.1227 0.10
C 3.4473 -0.1490 -0.4828 -0.0098 0.0228 -0.0268 -0.08
C 2.3574 -1.1741 -0.6679 0.0262 0.0223 0.0598 -0.32
C 2.5388 -2.3254 -1.3482 0.0000 -0.0359 0.0035 -0.04
C 1.3431 -3.0150 -1.8049 0.0070 -0.0293 -0.0106 -0.08
C 0.1740 -2.7600 -1.2091 -0.0767 -0.0668 -0.0220 -0.05
C 0.2110 -1.9255 0.0436 -0.0019 -0.0107 0.0270 -0.37
N 1.1257 -0.7865 -0.1965 -0.0567 0.1336 -0.1195 0.01
C 2.1054 0.6974 2.8695 -0.0182 0.0343 0.0548 -0.21
C 2.2429 0.7127 4.2442 0.0055 -0.0029 0.0098 0.02
C 1.2262 1.2572 5.0150 0.0028 -0.0030 0.0031 -0.01
C 0.1012 1.7815 4.3956 -0.0001 -0.0043 0.0074 -0.01
C 0.0276 1.7425 3.0187 -0.0188 -0.0016 -0.0096 -0.04
N 1.0138 1.2101 2.2834 -0.0655 0.0478 0.0510 0.09
H 4.1275 0.1438 2.4014 0.0121 -0.0151 -0.0100 0.15
H 2.8944 -0.9700 1.8048 -0.0028 -0.0067 -0.0125 0.15
H 4.8387 1.9015 0.3034 0.0135 0.0051 -0.0062 0.15
H 3.7887 2.4508 1.6053 0.0041 0.0037 0.0097 0.15
H 4.8037 4.1493 -0.7874 -0.0084 0.0030 -0.0007 0.13
H 3.4933 5.7875 -2.1368 -0.0038 -0.0034 0.0082 0.13
H 1.0153 5.4773 -2.3204 0.0062 -0.0036 -0.0019 0.13
H -0.0216 3.5297 -1.2055 0.0129 -0.0258 -0.0244 0.11
H 4.4203 -0.6239 -0.3295 0.0006 -0.0138 -0.0028 0.15
H 3.5243 0.4810 -1.3751 0.0088 0.0136 0.0074 0.14
H 3.5235 -2.6117 -1.6920 -0.0114 -0.0002 0.0114 0.11
H 1.4059 -3.6707 -2.6648 0.0142 0.0195 0.0115 0.11
H -0.7604 -3.1778 -1.5636 0.0370 0.0550 -0.0097 0.09
H 0.7072 -2.5323 0.8248 0.0597 -0.0086 -0.0259 0.14
H 3.1335 0.3028 4.7014 -0.0074 0.0020 -0.0049 0.13
H 1.3150 1.2768 6.0930 0.0007 -0.0024 -0.0019 0.13
H -0.7071 2.2161 4.9655 0.0077 -0.0019 -0.0079 0.12
H -0.8167 2.1302 2.4617 0.0066 0.0027 -0.0019 0.13
O -2.4944 3.0341 -0.2578 0.1222 0.0543 -0.0964 0.11
C -1.8460 2.0734 -0.6013 -0.3069 -0.1647 0.3514 -0.54
O -0.7728 1.6977 0.0728 0.0417 0.0105 -0.0578 -0.06
C -2.2852 1.2204 -1.7576 0.0916 0.0811 -0.0812 -0.13
C -1.4195 0.3637 -2.4272 0.0108 -0.0298 0.0005 -0.02
C -1.8724 -0.4030 -3.4876 -0.0006 -0.0312 -0.0010 0.02
C -3.1995 -0.2929 -3.8545 0.0154 0.0346 -0.0190 -0.13
C -4.0834 0.5588 -3.2162 0.0070 -0.0099 -0.0079 0.03
C -3.6132 1.3238 -2.1632 -0.0130 0.0162 -0.0069 0.02
N -3.6944 -1.1251 -4.9738 -0.0675 -0.1285 0.0427 -0.35
O -4.8288 -0.9305 -5.3545 0.0669 0.0236 0.0005 0.09
O -2.9373 -1.9615 -5.4222 -0.0088 0.0845 -0.0110 0.09
H -0.3887 0.2589 -2.1189 0.0201 -0.0070 0.0235 0.10
H -1.2209 -1.0853 -4.0134 -0.0030 0.0036 -0.0011 0.12
H -5.1101 0.6121 -3.5460 0.0011 -0.0020 0.0001 0.13
H -4.2672 2.0079 -1.6406 0.0049 -0.0050 -0.0031 0.13
C -3.7283 -1.9298 2.0191 0.0120 -0.0233 0.0222 -0.18
Si -2.3320 -2.8558 1.1814 -0.0001 -0.0243 0.0081 0.50
C -1.4455 -3.9660 2.4008 0.0006 -0.0028 0.0059 -0.17
C -3.0244 -3.8727 -0.2300 -0.0012 0.0027 0.0052 -0.18
C -1.1388 -1.5062 0.5921 -0.0107 0.0854 -0.0062 -0.21
H -4.4325 -2.6178 2.4927 0.0154 0.0101 -0.0209 0.04
H -4.2888 -1.3324 1.2964 -0.0010 0.0102 -0.0065 0.03
H -3.3567 -1.2527 2.7931 -0.0021 -0.0260 -0.0107 0.03
H -2.1105 -4.7591 2.7510 0.0115 0.0156 0.0010 0.04
H -1.1066 -3.4100 3.2790 0.0001 -0.0022 -0.0164 0.03
H -0.5745 -4.4473 1.9489 -0.0195 0.0068 -0.0038 0.03
H -3.9054 -4.4196 0.1160 0.0176 0.0045 -0.0136 0.04
H -2.3110 -4.6097 -0.6043 -0.0058 0.0230 0.0086 0.03
H -3.3383 -3.2459 -1.0691 0.0049 -0.0056 0.0241 0.03
H -1.6796 -0.8904 -0.1302 0.0048 0.0248 -0.0323 0.07
H -0.9828 -0.8786 1.4815 -0.0024 0.0252 -0.0178 0.07